1.
Here is 7 unconnected molecules or ions with the total composition C53H51N8O13S from the Open Molecules 2025 dataset. Energies are from ωB97M-V with the def2-TZVPD basis set.

Last column: Mulliken charge in e.
Element x y z (Å)
C (-2.42, 9.64, 2.30)  -0.4537
H (8.69, -6.75, 4.33)  0.3702
H (-2.15, 10.66, 2.58)  0.3729
C (4.73, 0.87, -8.95)  -0.4918
H (-1.88, -2.47, 0.10)  0.0974
H (7.46, -1.94, 4.77)  0.4230
C (8.41, -5.70, 4.42)  -0.5664
C (-4.34, 3.05, 4.36)  -0.5191
O (5.25, -2.24, 3.72)  -0.6084
C (-1.13, -2.41, -6.47)  -0.0300
H (-0.98, 6.69, 1.40)  0.3905
H (-0.38, 9.00, 2.06)  0.3766
H (1.74, -4.23, -6.66)  0.3947
H (0.94, 2.76, -3.53)  0.5511
C (-3.27, -6.08, -0.31)  0.5248
H (-2.01, 1.07, 4.22)  0.0694
H (2.60, -1.68, 5.10)  0.3642
C (-3.11, 7.03, 1.57)  0.0740
H (-0.48, -2.08, 4.75)  0.7191
C (-5.59, 3.13, 4.97)  -0.3828
H (-5.33, -7.10, -0.26)  0.2770
H (0.34, 1.39, -5.50)  0.3161
C (9.31, -4.79, 4.97)  -0.3823
C (-1.43, 8.71, 2.00)  -0.4557
N (3.22, 0.69, -5.52)  0.9855
C (-2.77, 2.51, -4.67)  -0.6794
H (0.21, -2.93, -8.10)  0.4831
H (2.94, -5.79, 6.38)  0.3981
C (-0.10, 2.70, -3.84)  -0.3799
O (-9.00, 3.83, 4.11)  -0.5736
H (3.54, -4.92, 4.69)  0.1668
C (-4.10, 7.96, 1.87)  -0.1451
H (1.29, -4.44, -4.23)  0.3889
C (6.81, -3.91, 4.11)  0.0896
C (-6.57, 3.76, 2.84)  -0.2172
N (-5.52, 7.56, 1.83)  0.9929
N (-2.06, -1.66, -7.32)  1.0141
H (-3.99, -3.81, -1.06)  0.2570
C (-1.76, 1.84, -5.37)  -0.4607
H (4.80, 2.89, -5.63)  0.4251
C (-1.77, 7.41, 1.63)  -0.5096
C (0.56, -3.76, 1.77)  -0.2992
C (5.53, 2.75, -7.64)  -0.4582
C (-0.43, 1.93, -4.95)  -0.3490
C (-0.51, -3.25, -4.29)  -0.3777
C (0.87, -3.75, -6.23)  -0.4067
O (2.57, -0.36, -5.65)  -0.5050
H (2.51, -2.92, 3.58)  0.0802
H (9.67, -2.74, 5.53)  0.3725
C (0.00, -3.02, -7.04)  -0.4175
H (1.78, 1.47, 3.73)  0.2364
C (4.00, 1.16, -6.67)  0.1378
C (-0.14, -0.03, 2.29)  0.3384
C (0.15, 1.39, 1.47)  -0.4495
N (-8.03, 3.55, 4.83)  0.9857
H (-1.33, -0.04, 2.44)  0.4024
N (-0.76, 4.22, -1.99)  0.9232
C (1.93, -2.40, 4.46)  -0.4700
C (1.71, -3.71, 5.66)  0.0342
O (0.43, 4.30, -1.68)  -0.5726
O (-8.10, 3.32, 6.05)  -0.5821
H (-2.02, 1.24, -6.24)  0.4314
H (-5.20, 3.89, 1.18)  0.3652
H (1.10, -3.42, 6.72)  0.2740
H (4.72, 0.32, -9.89)  0.3699
C (7.71, -3.00, 4.67)  -0.2405
C (-3.19, -4.43, -0.46)  -0.6814
N (1.59, 0.63, 4.31)  -0.5319
C (-1.93, -3.63, 0.24)  -0.1848
C (-4.20, 3.32, 3.00)  -0.3852
O (4.73, -4.29, 3.16)  -0.6286
H (3.37, -0.47, -7.97)  0.4598
C (-1.38, -2.52, -5.09)  -0.2381
C (-2.45, 3.29, -3.56)  -0.2757
C (-6.71, 3.49, 4.20)  -0.1332
C (5.51, 2.02, -8.84)  -0.3964
H (-2.27, -8.10, 0.64)  0.3057
H (1.46, -3.67, 1.01)  0.4135
H (6.14, 3.64, -7.56)  0.3724
C (4.77, 2.32, -6.55)  -0.3924
H (6.46, -5.99, 3.56)  0.4058
H (0.91, -4.52, 2.62)  0.1052
H (-2.25, -2.05, -4.64)  0.4513
O (-3.03, -1.12, -6.78)  -0.5819
C (-0.76, -4.41, 1.07)  0.3642
H (-5.68, 2.92, 6.04)  0.4479
H (-3.24, 3.81, -3.03)  0.4686
H (6.11, 2.36, -9.68)  0.3718
H (-4.53, 10.01, 2.47)  0.4469
O (-5.77, 6.39, 1.54)  -0.5670
C (-0.92, -6.07, 1.22)  -0.4425
H (-0.70, -3.35, -3.23)  0.4750
C (0.39, -0.17, 3.83)  0.3110
N (5.51, -3.45, 3.63)  1.0978
N (0.06, -1.32, 1.52)  0.0729
S (-1.00, 0.44, 4.97)  -0.1965
H (-0.01, -1.42, 0.48)  0.4624
H (10.29, -5.13, 5.30)  0.3778
C (0.61, -3.87, -4.86)  -0.5609
O (-6.37, 8.42, 2.09)  -0.5825
C (0.12, 2.66, 0.81)  -0.3834
H (-3.46, 2.77, 4.95)  0.4630
O (-1.82, -1.61, -8.54)  -0.5892
C (-2.15, -6.94, 0.55)  -0.5510
C (7.15, -5.27, 3.99)  -0.1901
C (3.97, 0.43, -7.87)  -0.2577
C (3.06, -4.80, 5.77)  -0.5346
C (-5.31, 3.68, 2.24)  -0.4272
H (-4.05, -7.86, -1.56)  0.3118
H (-3.80, 2.44, -5.01)  0.4017
O (1.61, -5.15, 5.07)  -0.4072
H (-0.26, 3.55, 0.11)  -0.0076
C (8.97, -3.44, 5.10)  -0.5036
H (-4.87, -6.21, -1.96)  0.2858
C (0.35, -2.29, 2.46)  -0.5119
C (-1.11, 3.38, -3.15)  0.1010
C (0.45, -1.82, 4.07)  0.2395
C (-4.49, -6.88, -1.05)  -0.9735
H (1.56, 0.83, 5.33)  0.2958
O (-1.68, 4.79, -1.39)  -0.5462
H (-0.09, -6.69, 1.82)  0.2175
H (-7.43, 4.04, 2.23)  0.4372
H (-3.22, 3.24, 2.53)  0.5515
H (-3.36, 6.01, 1.28)  0.4151
O (3.25, 1.36, -4.48)  -0.5866
C (-3.77, 9.27, 2.23)  -0.3707

Values from the calculation:
- HOMO level (Eh) = -0.400
- charge = +1
- LUMO level (eV) = -3.96
- frontier orbital gap (hartree) = 0.2541

2.
Here is a molecular structure, C53H53CuO6P2Si from the Open Molecules 2025 dataset. Energies are from ωB97M-V with the def2-TZVPD basis set.

Last column: Mulliken charge in e.
Element x y z (Å)
H (-2.90, 4.03, -3.11)  0.3739
H (1.63, -6.46, 0.89)  0.3950
H (-2.56, 0.08, -4.23)  0.5604
C (0.24, 3.53, -4.24)  -0.6613
H (-4.89, -0.75, -4.06)  0.3748
H (-0.81, 4.29, -0.93)  0.0538
H (-1.07, 1.14, 2.65)  0.0078
C (3.09, -2.43, 4.59)  -0.7784
C (2.93, 4.48, 1.03)  -2.0255
C (-0.50, 1.62, -2.94)  0.3922
C (0.49, 2.29, -3.67)  -0.7275
C (-4.62, -1.58, -2.11)  -0.2273
C (-1.95, 3.53, -3.29)  -0.7255
H (-1.19, 5.11, -4.54)  0.3357
H (-0.43, 2.36, 3.77)  0.2911
O (4.25, 0.25, -3.80)  -0.7657
C (5.49, -0.51, -1.85)  0.1575
C (-1.71, 2.29, -2.72)  -0.4717
H (2.91, 2.16, 2.40)  0.0546
O (2.97, -0.08, 0.71)  -0.5559
C (-3.09, -2.64, 1.23)  0.7572
H (3.80, -3.17, 4.94)  0.3743
H (-5.78, -3.68, -0.69)  0.3894
H (3.82, 4.85, 1.54)  0.4796
H (-0.04, 5.53, 0.07)  0.4503
H (-5.65, -1.90, 1.82)  0.4225
C (4.32, 0.05, -2.60)  0.0891
H (-0.21, -2.87, 3.83)  0.5338
C (2.23, -3.02, -0.72)  -0.9189
H (-2.18, 2.13, 3.62)  0.5278
H (1.80, 2.61, 3.69)  0.2332
C (0.75, -1.53, -5.96)  -0.7855
H (-4.78, -0.54, 1.11)  0.2953
H (1.07, -3.58, -6.49)  0.3483
H (1.47, 1.84, -3.76)  0.4377
H (1.03, 4.02, -4.81)  0.4323
C (-2.89, -0.46, -3.34)  0.0900
C (-4.19, -0.93, -3.25)  -1.5486
H (2.93, -3.28, 2.64)  0.3915
H (-3.28, 2.47, 1.43)  0.5805
C (-1.99, -0.65, -2.30)  -0.3859
H (0.66, -4.44, 1.91)  0.4521
Cu (1.35, 1.19, 0.19)  0.9210
C (-3.75, -1.82, -1.05)  0.7198
C (-1.00, -2.82, 3.10)  -0.2013
H (2.34, -2.08, -1.23)  0.6528
H (-1.63, 5.31, 1.75)  0.2960
H (3.11, -6.27, -1.08)  0.3487
C (-0.99, 4.14, -4.08)  -0.6752
C (3.29, 0.30, -1.59)  -0.2727
H (3.03, -1.39, 6.48)  0.3371
H (-5.65, -1.92, -2.04)  0.3441
H (0.16, -2.79, -2.38)  0.4338
H (3.22, 3.64, 0.39)  0.1533
H (0.89, 5.97, 2.31)  0.2609
H (-4.21, -4.47, -0.54)  0.3959
C (2.68, -1.42, 5.45)  -0.7027
H (-2.50, 3.41, 0.14)  0.4122
P (0.86, -1.52, 1.20)  2.5692
H (-1.18, 4.79, 3.38)  0.3541
C (0.25, -1.06, -3.65)  0.5726
H (-1.98, 1.75, 0.44)  0.0175
C (-5.26, -1.49, 0.89)  -1.7152
H (2.55, 5.27, 0.38)  0.3664
H (-6.09, -1.30, 0.21)  0.4077
C (3.74, -0.15, -0.31)  0.5780
C (1.34, -0.49, 3.69)  -0.1454
C (0.33, -2.43, -3.39)  -0.8560
H (-5.25, -4.28, 0.88)  0.3922
C (1.86, 4.03, 2.03)  2.6581
H (0.69, -4.39, -4.17)  0.4351
C (1.70, -1.54, 2.84)  0.6939
C (-2.32, 2.67, 0.93)  -1.9704
C (1.49, -3.09, 0.45)  0.4907
C (-1.81, -2.19, 0.94)  -0.9540
O (5.76, -1.22, 0.46)  -0.7727
H (-2.46, -3.73, 4.38)  0.3609
O (2.12, 0.79, -1.73)  0.5549
C (-1.23, 2.14, 3.06)  -1.6509
H (-2.46, 1.85, -2.08)  0.3101
H (0.91, -1.16, -6.97)  0.3998
C (-4.24, -2.45, 0.25)  1.7258
H (3.45, -4.06, -2.15)  0.5674
C (-2.27, -3.30, 3.41)  -1.5893
C (1.81, -0.43, 4.99)  -0.6006
C (2.52, 3.01, 2.97)  -1.8606
C (2.83, -4.15, -1.26)  -1.1182
C (2.60, -2.49, 3.29)  -0.6561
C (5.09, -0.69, -0.41)  0.1377
C (0.46, -0.62, -4.95)  -0.3836
H (0.69, 0.29, 3.31)  -0.0545
C (0.09, 4.53, -0.35)  -1.3063
H (0.87, 4.94, 3.74)  0.3125
H (-2.80, 4.46, 2.76)  0.4924
H (-4.28, -3.59, 2.75)  0.3418
O (-1.48, -1.61, -0.24)  -0.0882
C (-0.74, -2.28, 1.85)  -0.2822
C (-1.27, 3.17, 1.93)  2.6734
C (0.62, -3.33, -4.40)  -0.8385
O (6.58, -0.78, -2.32)  -0.7059
C (-1.74, 4.51, 2.49)  -1.9970
H (3.34, 3.47, 3.53)  0.5983
C (-3.30, -3.21, 2.48)  -0.2273
C (0.84, -2.88, -5.69)  -0.6410
Si (0.46, 3.14, 0.95)  0.1906
H (0.40, 0.43, -5.19)  0.4464
H (0.90, 4.56, -1.08)  0.3758
H (2.37, 5.75, 3.26)  0.5231
C (-4.92, -3.80, -0.04)  -1.9744
C (1.82, -5.49, 0.45)  -0.7300
H (1.51, 0.37, 5.65)  0.4235
C (2.64, -5.38, -0.67)  -0.7854
C (-2.44, -1.37, -1.19)  -1.1506
C (1.47, 5.24, 2.88)  -2.0970
C (1.27, -4.35, 1.02)  -0.5146
P (-0.20, -0.03, -2.18)  2.5683

Values from the calculation:
- HOMO level (Eh) = -0.050
- charge = -2
- LUMO level (eV) = 3.78
- frontier orbital gap (hartree) = 0.1890

> Look up the frontier orbital gap of the first one.

0.2541 hartree

> Among the records above, which one has the highest charge?

C53H51N8O13S

> The lowest LUMO level belongs to which entry?

C53H51N8O13S

> Which value of frontier orbital gap does entry 1 give?

0.2541 hartree